Below is the molecule C6H4O, with properties calculated with ωB97M-V/def2-TZVPD.

The geometry in XYZ format:
```
11
C6H4O, DFT ωB97M-V/def2-TZVPD
C -3.07 -0.84 -1.11
C -2.34 -0.25 -0.36
C -1.50 0.35 0.67
O -1.97 0.81 1.68
C -0.07 0.31 0.41
C 1.13 0.27 0.26
C 2.58 0.25 0.09
H -3.73 -1.40 -1.74
H 3.03 -0.46 0.80
H 2.99 1.24 0.29
H 2.86 -0.06 -0.92
```

**SMILES**: C#CC(=O)C#CC
**Highest occupied orbital energy**: -10.2146 eV
**Molar mass**: 92.10 g/mol
**Spin multiplicity**: 1


Below is C6H4O as an isolated structure, with properties calculated with ωB97M-V/def2-TZVPD.

The geometry in XYZ format:
```
11
C6H4O, DFT ωB97M-V/def2-TZVPD
C -1.75 -0.11 -0.58
C -0.51 0.70 -0.63
C 0.37 1.54 -1.00
C 0.47 0.62 0.69
O -0.07 0.92 1.73
C 1.68 -0.17 0.58
C 2.60 -0.94 0.51
H -2.25 0.00 -1.55
H -2.41 0.25 0.21
H -1.54 -1.17 -0.41
H 3.41 -1.63 0.46
```

**Highest occupied orbital energy**: -10.2688 eV
**Molar mass**: 92.10 g/mol
**Spin multiplicity**: 1


Looking at energy above the lowest of the compared OMol25 structures with the same formula, charge and spin for the records above, in order, we have 221.6 443.3 kJ/mol.